A structure of composition C33H30BCeF4N5O3Si, computed with ωB97M-V/def2-TZVPD.

LUMO level (alpha / beta): -0.0524 / -0.0522 Eh
highest occupied orbital energy (alpha / beta): -0.2809 / -0.2810 Ha
ΔE to the lowest compared entry with this formula, charge and spin: 16.0 kcal/mol
spin multiplicity: 1
electronic energy: -2964.32967 a.u.
gap between HOMO and LUMO (alpha / beta): 6.220 / 6.225 eV
F_max: 3.589 eV Å⁻¹

Cartesian coordinates (Å):
Ce -0.5862 0.0597 -0.7952
Si -0.2803 3.6328 -0.2803
F -1.9829 -0.4231 -4.5960
F -2.3947 0.1073 -2.3530
F -2.4006 1.7364 -4.0232
F -0.4938 0.6920 -3.2514
O 2.2497 -3.3773 -1.6246
O 0.8390 -0.3885 1.1759
O -3.3812 -2.7946 1.2711
N 1.9139 0.1498 -1.7345
N -1.8846 -1.6713 -0.1329
N 0.4227 1.9522 -0.0043
N -1.9955 0.4009 1.4392
N 0.4278 -1.9701 -1.5178
C 0.8787 -3.9013 2.2014
C 2.8924 0.3639 2.1748
C -0.4544 4.4649 1.4370
C 4.2953 -0.0151 -3.0200
C -2.7451 -1.8427 0.9365
C 0.1067 -1.4541 3.2772
C -3.6913 0.3958 3.7340
C 1.1171 -2.7402 1.5142
C -0.6032 -2.8433 -1.8582
C 2.6554 2.7109 0.7459
C -2.7953 -0.6216 1.8120
C -1.9746 3.4364 -1.0132
C -2.0620 1.4187 2.2773
C 1.8222 0.5651 1.3532
C 0.7421 -1.5126 2.0346
C 0.6269 4.7498 -1.5173
C 1.5809 1.8035 0.7110
C 2.5086 -1.0162 -1.8480
C -2.8777 1.4918 3.3917
C 2.4650 1.3054 -2.1985
C -0.0841 -2.6270 3.9934
C 0.2455 -3.8286 3.4393
C -3.6823 -0.6311 2.8556
C 3.6234 1.1978 -2.9644
C 3.7933 2.4625 1.4211
C -2.8672 -4.4346 -2.6145
C 3.7382 -1.1615 -2.4529
C -1.7057 -4.5648 -3.3122
C -0.6188 -3.7682 -2.9463
C -1.8554 -2.6988 -1.1631
C -2.9412 -3.4884 -1.5382
C 1.7205 -2.2696 -1.6646
C 3.8519 1.2940 2.2033
B -1.9338 0.5153 -3.6414
H 4.5330 3.1925 1.5092
H 5.2170 -0.0427 -3.5612
H 1.2889 -4.8341 1.9229
H -3.8048 -4.8024 -2.8938
H -2.5039 4.4171 -1.0933
H 0.1145 5.3996 1.4667
H 0.0063 5.5860 -1.8667
H 0.0828 -4.8030 3.9133
H 1.5326 -2.8529 0.5596
H -0.7521 -2.5905 4.8441
H 1.6147 5.1188 -1.1840
H 4.7012 1.1305 2.8217
H -4.2470 -1.6017 2.9736
H -4.4080 0.2756 4.5367
H -0.2659 -0.4950 3.6004
H -1.9360 2.9745 -2.0367
H 2.8737 -0.5093 2.7935
H 4.1142 2.0046 -3.4216
H 0.3202 -3.7955 -3.4757
H -1.4826 4.7665 1.5733
H -1.3280 2.1599 2.0744
H 2.4962 3.5691 0.1511
H -1.6535 -5.2058 -4.1765
H 1.8218 2.1499 -1.9459
H -0.1554 3.7497 2.2186
H -2.6536 2.8012 -0.4337
H 0.6544 4.3113 -2.5623
H -3.8386 -3.2561 -1.0203
H 4.2648 -2.0937 -2.6463
H -2.8326 2.4138 4.0255


A structure of composition C33H30Br2N5O5Ru, computed with ωB97M-V/def2-TZVPD.

LUMO level (alpha / beta): -0.2150 / -0.2500 Eh
highest occupied orbital energy (alpha / beta): -0.4677 / -0.4676 Ha
ΔE to the lowest compared entry with this formula, charge and spin: 0.0 kcal/mol
total charge: +2
spin multiplicity: 2
electronic energy: -7167.93601 a.u.
gap between HOMO and LUMO (alpha / beta): 6.879 / 5.921 eV
F_max: 0.378 eV Å⁻¹

Cartesian coordinates (Å):
Ru 0.0196 -0.4801 -0.3887
Br -0.8204 -2.3847 1.3190
Br -3.2706 0.5146 -1.9841
O 6.3352 -0.9784 -3.2585
O 6.1909 -0.4616 2.6184
O -3.7734 -4.2550 -3.7034
O 0.2811 1.1586 -1.2533
O 0.8014 2.6763 -3.3896
N -1.4096 -1.5229 -1.6903
N -1.2864 0.6072 0.7456
N -1.3934 1.8496 0.2475
N 1.6139 -1.1140 -1.5993
N 1.6023 -0.2206 0.8948
C 1.5535 -1.3318 -2.9178
C 2.8094 -0.5523 0.3907
C -2.2286 3.7961 -1.6375
C -1.0302 3.1097 -1.8452
C 2.6031 0.2123 3.0107
C -2.9758 -3.4179 -3.0522
C -4.5411 0.7188 6.3674
C -2.7882 4.5949 -2.6140
C -1.9672 0.2217 1.7633
C -0.4039 2.2923 -0.7339
C -3.4283 -2.1206 -2.8508
C -2.3493 -1.5304 3.4998
C -4.8942 -0.5905 6.0692
C -1.7089 -3.7551 -2.5632
C -2.6265 -1.2241 -2.1757
C -1.8303 -1.1005 2.3458
C 3.9455 -0.5192 1.1788
C 2.6794 -1.4428 -3.7075
C 3.9930 -1.0369 -1.7642
C 5.0731 -0.0875 3.3830
C -0.3839 3.2649 -3.0760
C 3.9329 -1.3082 -3.1250
C 5.1999 -1.4589 -3.9337
C -2.1400 4.7280 -3.8378
C -0.9902 -2.7943 -1.9091
C -3.0811 -0.7232 4.4837
C -4.1599 -1.3133 5.1450
C -3.4433 1.3006 5.7477
C 2.8251 -0.9339 -1.0327
C -2.7165 0.5846 4.8112
C 1.5091 0.1527 2.1805
C -0.9498 4.0691 -4.0626
C 3.8549 -0.1312 2.5075
H 1.0105 2.0116 -2.7202
H 5.1713 0.9276 3.7853
H 5.0683 -0.9963 -4.9150
H -3.3824 -5.1324 -3.8048
H -5.1076 1.2782 7.0994
H -2.6656 0.9025 2.2404
H 4.9623 -0.8838 -1.3132
H -0.0105 -3.0428 -1.5251
H -5.7367 -1.0519 6.5659
H -2.2482 -2.5854 3.7330
H 2.5672 -1.6140 -4.7700
H -4.4304 -2.3382 4.9221
H -2.7513 3.7160 -0.6918
H 5.3556 -2.5275 -4.1057
H -2.5621 5.3493 -4.6159
H 4.9115 -0.7633 4.2312
H -1.2943 -4.7462 -2.6897
H -3.1443 2.3068 6.0090
H 0.5659 -1.4047 -3.3500
H 6.9831 -0.4356 3.1643
H 2.4751 0.5192 4.0404
H 0.5214 0.4042 2.5364
H 0.3642 2.8919 -0.2233
H 6.5024 -0.0631 -3.5046
H -1.9067 2.5304 0.7860
H 4.9109 -0.7978 0.7856
H -3.7162 5.1150 -2.4215
H -1.8273 1.0269 4.3773
H -4.3947 -1.8179 -3.2253
H -0.4238 4.1594 -5.0036


A structure of composition C33H30BrIN8O4S2W, computed with ωB97M-V/def2-TZVPD.

LUMO level: -0.0399 Eh
highest occupied orbital energy: -0.2712 Ha
spin multiplicity: 1
electronic energy: -5749.80411 a.u.
gap between HOMO and LUMO: 6.294 eV
F_max: 0.662 eV Å⁻¹

Cartesian coordinates (Å):
W -0.2729 -0.6647 -0.4103
I -1.6308 -0.5997 3.7124
Br -5.0027 -1.0302 2.7521
S 0.6645 0.7697 1.2754
S -2.0033 -2.4395 0.3518
O 0.7550 -2.0957 0.7256
O -1.9325 0.2019 -0.6191
O 2.6453 -3.1026 1.3741
O -3.6497 0.8705 -1.8574
N -1.8641 -4.3211 -1.5805
N 2.3347 2.8039 0.5602
N 2.8249 2.6905 1.7745
N 0.9207 2.1657 -1.0503
N -0.4692 -2.3895 -1.6877
N -1.8408 3.1957 0.3017
N 0.1725 1.2674 -1.4949
N 1.8958 -0.8463 -1.1981
C -5.0509 -3.1924 4.5512
C -1.4328 -3.1481 -1.0851
C -1.3522 3.2597 -4.2286
C 4.5417 -1.2829 -1.9408
C 5.9481 5.0866 3.1778
C -2.9277 -2.0524 4.4635
C -3.2361 -3.9486 5.9230
C -0.8080 0.6101 -3.6208
C 2.4079 -0.2673 -2.2970
C -1.7771 -6.0696 -3.2411
C -0.4570 1.6176 -2.7340
C -2.4340 -2.9465 5.4067
C 2.6861 -1.6701 -0.5043
C -0.3018 -4.0333 -3.3665
C 4.4141 3.2568 3.4743
C -3.2862 2.9936 0.4292
C 0.0873 -2.8455 -2.8171
C 5.4032 5.3247 1.9236
C -0.7343 2.9485 -3.0299
C -1.3076 -4.7569 -2.6980
C -1.6915 2.2560 -5.1261
C 3.7165 -0.4596 -2.6959
C -1.4184 0.9317 -4.8213
C -3.5979 1.5014 0.4651
C 4.3687 4.5431 1.4341
C -3.1021 0.8318 -0.7911
C 5.4461 4.0480 3.9496
C -4.5491 -4.0737 5.4937
C 4.0089 -1.9072 -0.8290
C 1.3945 1.9726 0.2239
C 2.0071 -2.3828 0.6370
C -4.2438 -2.1851 4.0403
C 3.8748 3.5037 2.2156
H 3.9403 4.7275 0.4597
H -1.7010 0.1465 -5.5097
H -3.7816 3.4389 -0.4355
H -1.5860 4.2907 -4.4596
H 6.7544 5.7036 3.5499
H 1.7522 0.3592 -2.8796
H -0.6196 -0.4198 -3.3538
H -2.8317 -4.6346 6.6550
H -5.1830 -4.8577 5.8857
H -3.7110 3.4545 1.3282
H -1.4060 -2.8533 5.7298
H -2.0846 -5.9640 -4.2822
H 2.5112 1.9237 2.3617
H -1.5987 4.1730 0.4066
H -0.9642 -6.7973 -3.2122
H 5.5723 -1.4449 -2.2272
H -6.0699 -3.2796 4.2013
H -2.6088 -6.4390 -2.6476
H -4.6760 1.3531 0.5155
H -2.1851 2.5063 -6.0559
H 4.0721 0.0378 -3.5867
H -1.3491 2.6863 1.0295
H -0.4920 3.7073 -2.3008
H 4.5675 -2.5839 -0.1979
H 5.7859 6.1330 1.3139
H -3.1409 1.0326 1.3397
H 5.8600 3.8487 4.9293
H 4.0243 2.4447 4.0771
H 0.8576 -2.2314 -3.2689
H 0.1474 -4.4014 -4.2770


An isolated molecule of C33H30N2O3S2, computed with ωB97M-V/def2-TZVPD.

LUMO level: -0.0612 Eh
highest occupied orbital energy: -0.2919 Ha
ΔE to the lowest compared entry with this formula, charge and spin: 873.2 kcal/mol
spin multiplicity: 1
electronic energy: -2405.73396 a.u.
SMILES: NC[C@@H](O)Cc1ccc2c(c1)C(=O)c1cccc(CCCSC(=S)N(c3ccccc3)c3ccccc3)c1C2=O
gap between HOMO and LUMO: 6.278 eV
F_max: 8.346 eV Å⁻¹

Cartesian coordinates (Å):
S -3.6405 1.1404 -0.8708
S -6.1200 2.8085 -1.6067
O 9.7104 -2.4814 2.2331
O 3.4831 -1.9362 -1.6139
O 1.1682 1.7344 1.7107
N -6.5349 0.3827 -0.3802
N 8.5994 -2.5512 -0.9285
C -2.7593 2.8027 -1.1017
C -8.3337 0.7796 3.4096
C -5.7531 -1.3485 -2.4607
C -7.0126 -2.3320 -0.1538
C 3.6218 1.0445 1.0288
C -5.5671 -0.0369 3.7326
C 3.3723 -0.6620 -1.2287
C 5.8651 -0.5350 0.0828
C -7.0356 0.3589 4.3496
C 1.0649 1.5247 -4.1977
C -1.5294 2.9288 -0.0077
C -6.9527 -3.8776 -0.7793
C -8.0890 0.7904 1.7859
C 6.8023 0.0479 1.3013
C 8.1016 -3.0806 0.3999
C 6.1170 1.1104 2.3487
C -6.3021 -4.2049 -2.2721
C -6.6076 0.3737 1.1307
C -0.1978 3.7206 -0.6321
C -6.4154 -1.0029 -0.9749
C 2.0832 0.3881 -3.5575
C 4.5396 1.6497 2.2452
C 8.3589 -0.5005 1.3671
C 2.3274 0.4361 -1.9346
C 4.3076 -0.0304 -0.0038
C -5.5015 1.3480 -0.9169
C -5.6932 -2.8976 -3.0856
C 0.3244 2.5963 -3.1692
C 0.5943 2.6083 -1.5450
C -5.3382 -0.0440 2.1089
C 8.3950 -2.1082 1.6869
C 2.0405 1.4506 0.7264
C 1.6359 1.5231 -0.8929
H -3.4568 3.7323 -0.9652
H 6.7516 1.5498 3.2466
H -6.2969 -5.3086 -2.6622
H -5.2395 -3.0868 -4.1679
H -0.4884 4.6191 -1.3307
H 8.8968 0.0438 2.2773
H 9.8153 -1.9552 3.0933
H -1.8454 3.3708 1.0287
H 6.2417 -1.2809 -0.7369
H 0.4722 4.1678 0.2303
H 6.9211 -3.1967 0.2870
H -7.4122 -4.8148 -0.2000
H -1.1744 1.8139 0.2049
H 7.5247 -2.3077 2.4792
H 9.2058 -3.3329 -1.3131
H 4.1019 2.4403 3.0133
H 8.9848 -0.1887 0.4071
H 7.8210 -2.4793 -1.6442
H 2.6579 -0.4281 -4.2055
H -5.3116 -0.4990 -3.1354
H -4.3310 -0.3312 1.5579
H -9.3570 1.0681 3.9113
H -7.5359 -2.2502 0.9080
H -2.2719 2.9004 -2.1834
H -0.4036 3.3773 -3.7015
H -9.0181 1.0809 1.0965
H 0.9070 1.5219 -5.3575
H 8.5965 -4.1243 0.5990
H -7.2158 0.3395 5.5119
H -4.6688 -0.3599 4.4175


A structure of composition C33H30N6O2S5Ta, computed with ωB97M-V/def2-TZVPD.

LUMO level: -0.1444 Eh
highest occupied orbital energy: -0.3749 Ha
ΔE to the lowest compared entry with this formula, charge and spin: 32.1 kcal/mol
total charge: +1
spin multiplicity: 1
electronic energy: -3802.41679 a.u.
gap between HOMO and LUMO: 6.271 eV
F_max: 0.754 eV Å⁻¹

Cartesian coordinates (Å):
Ta 0.2612 0.0299 -0.8815
S 2.0245 0.5386 -2.4416
S -1.7363 -1.1461 -1.8696
S -0.7233 1.2055 -2.9988
S 0.9944 -2.2222 -1.5322
S -3.2860 0.0757 -4.1022
O -0.6709 -0.9203 0.7558
O -1.2715 1.3471 -0.2079
N 6.4924 -4.9597 -1.9310
N 7.8713 -1.2983 -3.0948
N -4.1735 1.3163 -1.1668
N 1.3185 1.9728 0.4288
N -3.2991 -1.5512 0.7752
N 2.1355 -0.6989 0.7467
C -1.9904 0.0527 -3.0766
C -2.7078 4.5067 -1.3825
C 1.9818 -1.5954 1.6439
C -1.9592 6.9052 -1.1700
C -0.1625 -4.0701 3.4427
C -1.4592 2.6223 -0.4338
C 2.6917 -2.0262 -1.8889
C -1.6107 -2.6584 2.0735
C 5.3874 -1.6768 -2.5407
C 4.5139 -0.6025 -2.6237
C -4.2598 1.1493 0.2823
C -5.1947 0.0045 0.6380
C 0.7926 3.1433 0.4662
C 2.6166 1.9481 1.1477
C 3.5628 -0.2835 0.6301
C 0.7730 -2.2923 2.0344
C 3.5664 -3.1095 -1.8336
C -0.6645 4.9322 -0.2879
C -2.5926 3.1435 -1.0999
C -0.5034 -1.9149 1.5660
C -1.4126 -3.7069 2.9913
C -1.7858 5.4384 -0.9338
C -0.4754 3.5670 -0.0837
C 0.0477 -5.2007 4.4007
C -3.5121 2.2492 -1.7582
C 5.7934 -4.0557 -2.0419
C 0.9123 -3.3312 2.9478
C -4.6360 -1.3619 0.2452
C 6.7657 -1.4836 -2.8476
C 4.9083 -2.9417 -2.1442
C 3.7010 1.2140 0.3921
C 3.1736 -0.7648 -2.2898
C -2.9487 -2.4277 1.6575
H -4.6131 2.0939 0.6998
H -2.2151 7.4220 -0.2441
H -4.5528 -1.4626 -0.8418
H 3.6339 1.4750 -0.6621
H -2.7547 7.0951 -1.8884
H 0.6968 -4.9027 5.2234
H -3.5523 4.8391 -1.9746
H 1.9135 -3.5709 3.2896
H 2.9299 2.9758 1.3371
H 2.8605 -1.9184 2.2083
H 0.5135 -6.0509 3.9016
H -2.5356 -1.0257 0.3353
H -5.3826 0.0344 1.7116
H 3.2035 -4.0814 -1.5294
H 2.4357 1.4808 2.1202
H -5.2692 -2.1723 0.6059
H 1.3508 3.9536 0.9395
H -2.2843 -4.2456 3.3438
H -6.1610 0.1413 0.1474
H -3.6619 2.3251 -2.8315
H -3.7343 -3.0513 2.0746
H 4.0427 -0.5159 1.5851
H -0.8970 -5.5381 4.8230
H 4.0473 -0.8839 -0.1346
H 4.8826 0.3655 -2.9343
H 4.6813 1.5447 0.7356
H -4.6557 0.6620 -1.7826
H -1.0433 7.3513 -1.5563
H -3.2465 0.9871 0.6606
H 0.1173 5.6110 0.0349


A structure of composition C33H31BN2O2S5SiW, computed with ωB97M-V/def2-TZVPD.

LUMO level: -0.2416 Eh
highest occupied orbital energy: -0.4800 Ha
ΔE to the lowest compared entry with this formula, charge and spin: 19.0 kcal/mol
total charge: +2
spin multiplicity: 1
electronic energy: -3908.20890 a.u.
gap between HOMO and LUMO: 6.487 eV
F_max: 1.177 eV Å⁻¹

Cartesian coordinates (Å):
W 0.9204 -1.2337 1.2479
S 0.9686 -2.4208 3.2942
S 1.5365 -3.2425 -0.4233
S -1.2782 -0.3507 2.3589
S 1.5758 1.1860 2.3003
S 3.2609 -1.0158 0.8612
Si 0.3316 -1.5488 -4.8631
O -0.8829 2.4416 2.6148
O 0.3032 3.3300 0.8926
N 0.1578 -0.4443 -0.7401
N -0.6765 -2.6520 0.6420
C -1.4102 0.3707 4.9958
C 0.4954 -1.4819 5.8194
C 1.5446 -0.2188 -5.4836
C -3.4104 4.9168 1.5712
C -1.0854 0.2620 6.3358
C 3.3512 3.0118 1.1282
C -1.3270 -1.7245 -5.7807
C 2.9756 1.6870 1.2850
C 1.0758 -3.3042 -4.8731
C -1.9705 -2.6533 0.9845
C -0.2477 -3.4486 -0.3419
C -2.8819 -3.4279 0.2720
C -1.4591 0.8127 -1.9572
C 1.6529 -2.0364 -1.8090
C -2.6759 5.4683 0.5278
C -0.1180 -0.8383 -3.1046
C -0.8012 0.4823 -0.7901
C -1.1187 0.1318 -3.1119
C -0.7840 -0.4528 4.0742
C 4.5058 3.3163 0.4208
C 0.5103 -1.0747 -1.8824
C 5.3070 2.3028 -0.0838
C 3.7542 0.6668 0.7426
C 4.9359 0.9795 0.0761
C -2.3399 -1.8563 2.1867
C -0.9104 3.9844 0.9774
C -2.9031 3.8949 2.3606
C -0.1414 -0.6738 6.7427
C -1.0731 -4.2697 -1.0723
C -1.6406 3.4401 2.0376
C -2.4352 -4.2310 -0.7660
C -1.4061 5.0119 0.2033
C 0.2016 -1.3617 4.4619
B 0.2827 2.4154 1.8986
H -3.4636 3.4894 3.1860
H -3.3755 -1.5158 2.1543
H 1.0954 0.7712 -5.4826
H 1.2339 -2.2082 6.1253
H -2.2211 1.5713 -1.9504
H 5.5481 0.1795 -0.3108
H 2.7545 3.7996 1.5562
H 6.2233 2.5411 -0.6021
H -3.1303 -4.8368 -1.3252
H -0.8313 5.4311 -0.6054
H 4.7886 4.3490 0.2843
H 1.0487 -3.6452 -5.9030
H -2.1452 1.0820 4.6525
H -0.6833 -4.9089 -1.8463
H -3.1002 6.2831 -0.0364
H -1.6748 -0.7963 -6.2216
H -2.1683 -2.4570 3.0833
H -1.5821 0.8952 7.0541
H 2.4316 -0.1705 -4.8576
H 0.4968 -4.0179 -4.2945
H -1.0526 0.9770 0.1395
H 2.1148 -3.3542 -4.5663
H -3.9224 -3.4048 0.5490
H -2.1152 -2.1019 -5.1330
H -4.4024 5.2926 1.7728
H 2.5939 -1.5198 -1.5844
H 1.8760 -0.4202 -6.4974
H -1.2217 -2.4377 -6.5928
H 0.0943 -0.7712 7.7906
H -1.6294 0.3489 -4.0336
H 1.7528 -2.5971 -2.7335